Density functional theory data (ωB97M-V/def2-TZVPD) for 2 unconnected molecules or ions with the total composition C3H2BrF3.

```
9
Properties=species:S:1:pos:R:3:mulliken_charge:R:1
C -0.709 -0.174 -0.619 0.0937
C -0.287 1.018 -1.103 0.3632
C 0.519 -0.893 1.044 -0.4319
F -1.879 -0.775 -0.496 -0.2283
F -0.852 1.912 -1.938 -0.2330
F 0.601 0.104 1.879 -0.1663
Br 1.428 1.539 -0.563 -0.1210
H -0.301 -1.593 1.191 0.3134
H 1.480 -1.137 0.606 0.4102
```

* LUMO level: 0.40 eV
* strongest force on any atom: 4.91 eV/A
* charge: 0
* E_HOMO: -0.3427 Ha
* energy above the lowest of the compared OMol25 structures with the same formula, charge and spin: 86.6 kcal per mole

***

Density functional theory data (ωB97M-V/def2-TZVPD) for 2 unconnected molecules or ions with the total composition C2H4O2.

```
8
Properties=species:S:1:pos:R:3:mulliken_charge:R:1
C -0.651 -0.867 2.173 -0.0270
O 0.493 -0.924 1.680 -0.4084
H -1.306 0.036 2.139 0.2119
H -1.060 -1.765 2.693 0.2237
C 0.666 0.862 -2.165 -0.0527
O -0.249 0.079 -2.365 -0.3971
H 1.009 1.141 -1.140 0.2067
H 1.099 1.439 -3.016 0.2429
```

* LUMO level: 0.61 eV
* strongest force on any atom: 3.67 eV/A
* SMILES string: C=O.C=O
* charge: 0
* E_HOMO: -0.3729 Ha
* energy above the lowest of the compared OMol25 structures with the same formula, charge and spin: 58.6 kcal per mole

***

Density functional theory data (ωB97M-V/def2-TZVPD) for C7H7ClS2 in the gas phase.

```
17
Properties=species:S:1:pos:R:3:mulliken_charge:R:1
S 2.461 -1.083 -1.421 -0.1814
C 1.753 0.115 -0.269 0.5812
S 2.460 1.712 -0.573 -0.2006
Cl 2.455 -0.315 1.453 -0.1571
C 0.281 0.083 -0.014 0.1244
C -0.327 -1.184 -0.001 -0.5822
C -1.683 -1.255 0.194 -0.6250
C -2.403 -0.135 0.471 -0.5414
C -1.804 1.076 0.510 -0.6997
C -0.466 1.221 0.224 -0.7071
H 1.304 -1.286 -2.182 0.1988
H 3.733 1.333 -0.171 0.1844
H 0.223 -2.028 -0.138 0.7212
H -2.244 -2.159 0.183 0.3880
H -3.398 -0.153 0.721 0.4610
H -2.276 1.911 0.734 0.5446
H -0.070 2.145 0.279 0.4910
```

* LUMO level: 0.33 eV
* strongest force on any atom: 4.57 eV/A
* SMILES string: SC(S)(Cl)c1ccccc1
* charge: 0
* E_HOMO: -0.3274 Ha
* energy above the lowest of the compared OMol25 structures with the same formula, charge and spin: 26.1 kcal per mole

***

Density functional theory data (ωB97M-V/def2-TZVPD) for C16H21N3O5S in the gas phase.

```
46
Properties=species:S:1:pos:R:3:mulliken_charge:R:1
C 5.279 2.659 0.215 -1.0158
C 3.832 2.464 -0.232 -0.6568
N 3.424 1.076 -0.267 0.3083
C 3.926 0.227 -1.325 -0.6836
C 2.856 -0.016 -2.388 -1.0013
S 3.238 0.314 1.209 1.1909
O 2.909 1.318 2.177 -0.7253
O 4.338 -0.571 1.487 -0.6947
C 1.792 -0.674 0.858 -0.6449
C 1.879 -2.044 0.729 -0.7158
C 0.755 -2.773 0.379 -0.6406
C -0.466 -2.137 0.163 1.0663
O -1.580 -2.750 -0.285 -0.4010
C -1.609 -4.157 -0.352 -0.9952
C -0.555 -0.742 0.368 0.0328
N -1.780 -0.079 0.232 -0.0609
C -2.967 -0.486 0.765 0.2212
O -3.140 -1.490 1.417 -0.6478
C -4.057 0.477 0.471 0.5638
C -5.430 0.346 0.793 -0.6197
C -5.989 1.501 0.321 0.5109
C -7.378 2.015 0.323 -1.1524
O -5.025 2.256 -0.234 -0.1918
N -3.840 1.621 -0.138 -0.3940
C 0.585 -0.023 0.688 -0.1775
H 5.971 2.177 -0.472 0.2776
H 5.407 2.220 1.201 0.3029
H 5.516 3.719 0.263 0.3983
H 3.167 2.955 0.480 0.3800
H 3.668 2.891 -1.226 0.3756
H 4.231 -0.720 -0.874 0.4079
H 4.808 0.680 -1.787 0.3951
H 3.254 -0.651 -3.175 0.4188
H 2.540 0.927 -2.825 0.2739
H 1.989 -0.500 -1.947 0.1309
H 2.829 -2.526 0.897 0.5365
H 0.839 -3.841 0.257 0.4283
H -0.911 -4.537 -1.107 0.3470
H -2.627 -4.412 -0.640 0.2565
H -1.385 -4.606 0.618 0.3976
H -1.763 0.871 -0.118 0.4187
H -5.897 -0.475 1.291 0.4068
H -8.032 1.308 0.824 0.3185
H -7.421 2.975 0.835 0.3060
H -7.723 2.165 -0.699 0.3015
H 0.544 1.046 0.827 0.4468
```

* LUMO level: 0.62 eV
* strongest force on any atom: 1.17 eV/A
* SMILES string: CCN(CC)S(=O)(=O)c1ccc(OC)c(NC(=O)c2cc(C)on2)c1
* charge: 0
* E_HOMO: -0.3181 Ha
* energy above the lowest of the compared OMol25 structures with the same formula, charge and spin: 85.3 kcal per mole

***

Density functional theory data (ωB97M-V/def2-TZVPD) for a molecular structure, C8H15HgNO8.

```
33
Properties=species:S:1:pos:R:3:mulliken_charge:R:1
Hg 4.572 4.395 26.798 0.1520
C 6.258 3.535 22.953 0.7353
O 6.755 3.273 24.029 -0.5679
O 5.121 3.898 23.070 -0.5569
O 6.867 4.361 22.374 -0.5320
C 6.582 8.012 25.976 0.6963
O 7.231 8.179 24.901 -0.6265
O 7.069 7.142 26.750 -0.5936
O 5.385 7.760 25.806 -0.5732
C 3.563 0.376 27.186 -0.9089
O 3.639 1.417 28.135 -0.1349
C 3.768 1.063 29.525 -0.6187
C 4.392 2.168 30.467 -0.9314
N 4.203 3.587 29.925 -0.1783
C 2.934 4.306 30.193 -0.9506
C 1.650 3.779 29.513 -0.5803
O 1.895 3.615 28.073 -0.1310
C 0.707 3.159 27.436 -0.9432
H 2.610 -0.145 27.267 0.3019
H 4.393 -0.301 27.387 0.3298
H 3.613 0.706 26.149 0.2887
H 4.341 0.150 29.690 0.5267
H 2.750 0.953 29.897 0.2411
H 5.447 1.964 30.287 0.4607
H 4.117 1.955 31.500 0.2712
H 5.005 4.124 30.223 0.2793
H 3.181 5.334 29.926 0.4462
H 2.848 4.188 31.273 0.3314
H 0.815 4.398 29.844 0.5295
H 1.347 2.832 29.960 0.3283
H -0.276 3.453 27.805 0.3376
H 0.775 2.090 27.230 0.2616
H 0.534 3.647 26.477 0.3099
```

* LUMO level: 4.08 eV
* strongest force on any atom: 11.67 eV/A
* charge: -2
* E_HOMO: 0.0452 Ha

***

Density functional theory data (ωB97M-V/def2-TZVPD) for 3 unconnected molecules or ions with the total composition C4H13NO2.

```
20
Properties=species:S:1:pos:R:3:mulliken_spin:R:1
N -0.119 0.707 2.061 0.0392
C -1.187 0.403 1.140 0.0166
C 0.657 1.150 -2.208 0.0295
C 0.401 1.053 -0.764 0.3545
C -0.826 0.574 -0.266 0.3387
H 0.118 1.688 2.003 0.0041
H -0.317 0.466 3.023 -0.0008
H -2.060 1.049 1.338 0.0657
H -1.580 -0.618 1.244 0.0304
H 0.601 2.213 -2.489 0.0620
H 1.641 0.786 -2.513 0.0231
H -0.091 0.604 -2.788 -0.0010
H 1.220 1.212 -0.071 0.0133
H -1.498 0.125 -0.989 0.0057
H 0.095 -1.985 -0.267 -0.0045
H -0.309 -1.526 -1.739 -0.0017
O -0.288 -2.272 -1.122 0.0242
H 1.045 -1.098 1.583 -0.0021
H 1.666 -2.494 1.336 -0.0004
O 0.830 -2.039 1.486 0.0033
```

* LUMO level (alpha / beta): -4.76 / -8.58 eV
* strongest force on any atom: 0.68 eV/A
* charge: +1
* E_HOMO (alpha / beta): -0.5447 / -0.5392 Ha
* energy above the lowest of the compared OMol25 structures with the same formula, charge and spin: 38.6 kcal per mole
* 2S+1: 2